No. 1
Here is a cluster of 2 separate species, C2H7N2S in total from OMol25. Energies are from the ωB97M-V functional and the def2-TZVPD basis.

Calculated values
charge = -2
orbital gap (spin up / spin down) = 2.43 / 6.26 eV
⟨S²⟩ = 0.7508
ΔE to the lowest compared entry with this formula, charge and spin = 27.2 kcal per mole
2S+1 = 2

Last column: Löwdin charge in e.
Cartesian coordinates (Å):
C 2.38 0.35 1.37  -0.813
S 1.36 -0.50 0.14  -0.106
H 3.14 1.01 0.95  -0.043
H 1.82 0.98 2.14  -0.007
H 2.89 -0.40 2.04  -0.028
N -1.22 -0.05 -1.62  -0.058
C -2.06 0.60 -0.65  -0.672
N -2.37 0.12 0.53  -0.043
H -0.66 -0.75 -1.03  -0.047
H -1.47 0.05 -2.61  -0.123
H -2.66 1.25 -1.26  -0.029
H -1.53 -0.39 0.89  -0.031

No. 2
Here is a cluster of 2 separate species, C2H7N3 in total from OMol25. Energies are from the ωB97M-V functional and the def2-TZVPD basis.

Calculated values
charge = -1
orbital gap (spin up / spin down) = 2.47 / 9.29 eV
⟨S²⟩ = 0.7505
ΔE to the lowest compared entry with this formula, charge and spin = 19.7 kcal per mole
2S+1 = 2

Last column: Löwdin charge in e.
Cartesian coordinates (Å):
C -0.19 -2.05 -0.67  -0.255
N 0.91 -2.13 -0.04  -0.020
H -0.72 -1.10 -0.59  0.017
H -0.57 -2.76 -1.41  0.038
H 1.34 -3.05 -0.19  0.011
N 0.62 1.10 1.03  0.031
C -0.27 1.89 0.36  -0.805
N -0.70 1.58 -0.81  0.007
H 0.84 0.28 0.49  0.032
H 0.56 1.08 2.04  -0.015
H -0.59 2.77 0.93  -0.003
H -1.23 2.39 -1.13  -0.036

No. 3
Here is a cluster of 2 separate species, C2H7N3 in total from OMol25. Energies are from the ωB97M-V functional and the def2-TZVPD basis.

Calculated values
charge = 0
orbital gap (spin up / spin down) = 8.91 / 9.10 eV
ΔE to the lowest compared entry with this formula, charge and spin = 106.2 kcal per mole
2S+1 = 1

Last column: Löwdin charge in e.
Cartesian coordinates (Å):
C 0.09 1.11 -0.26  -0.199
C 0.86 -1.25 0.08  -0.196
N -2.32 0.10 0.10  -0.029
N -1.84 -0.86 -0.42  0.087
N 0.14 -0.28 -0.74  -0.181
H 1.09 1.55 0.06  0.096
H -0.22 1.61 -1.17  0.053
H -0.65 1.28 0.58  0.060
H 0.62 -1.02 1.09  0.046
H 0.53 -2.31 -0.08  0.069
H 1.96 -1.20 -0.34  0.116
H -3.31 0.09 0.37  0.079